Entry 1:
A 2-piece molecular cluster, C3H9BrN overall in a non-equilibrium geometry. Source: the OMol25 dataset; level of theory: wB97M-V/def2-TZVPD.

Last column: natural (NBO) charge in e.
Element x y z (Å)
C: -0.803 -1.524 0.167  -0.7426
C: 1.066 1.029 -0.304  -0.4627
C: -1.382 -0.313 -0.365  -0.3319
N: -0.152 1.077 0.424  -0.7059
Br: -3.050 0.155 0.455  0.7449
H: -0.027 -2.114 -0.467  0.3137
H: -1.496 -2.412 0.184  0.2661
H: -0.585 -1.453 1.317  0.2142
H: 1.328 0.193 -0.863  0.2067
H: 1.193 1.756 -1.154  0.2283
H: 1.895 1.349 0.310  0.2217
H: -1.161 -0.142 -1.355  0.2457
H: -0.643 1.932 0.322  0.4021
H: 0.004 0.611 1.329  0.3996

Its total energy is -74775.465 eV. The multiplicity is 3. The LUMO energy (spin up / spin down) comes out at -3.879 / -9.930 eV. For the HOMO-LUMO gap (spin up / spin down), the calculation gives 6.75 / 4.56 eV. As for the net charge: +1.

***

Entry 2:
A 2-piece molecular cluster, C3H9BrN2S overall in a non-equilibrium geometry. Source: the OMol25 dataset; level of theory: wB97M-V/def2-TZVPD.

Last column: natural (NBO) charge in e.
Element x y z (Å)
C: 0.779 0.304 -2.111  -0.4165
C: -1.294 -0.171 -0.973  -0.4151
C: 1.175 0.529 1.500  -0.5400
N: -0.801 -0.403 2.872  -0.6936
N: 0.111 0.148 -0.836  -0.5825
S: 0.429 1.415 0.279  0.5336
Br: -0.052 -1.718 3.866  0.1723
H: 1.831 0.519 -1.938  0.2135
H: 0.695 -0.640 -2.653  0.2036
H: 0.347 1.100 -2.729  0.1736
H: -1.756 -0.180 0.011  0.2064
H: -1.837 0.535 -1.610  0.1759
H: -1.376 -1.166 -1.411  0.2035
H: 1.491 1.047 2.383  0.2258
H: 1.504 -0.469 1.286  0.2271
H: -1.245 -0.850 2.065  0.3126

Its total energy is -87110.367 eV. The multiplicity is 1. The LUMO energy (spin up / spin down) comes out at -0.468 / 0.259 eV. For the HOMO-LUMO gap (spin up / spin down), the calculation gives 6.70 / 9.06 eV.

***

- Which of these has the highest multiplicity?
  C3H9BrN